# 1
C6H9N as an isolated structure in a non-equilibrium geometry. Source: the OMol25 dataset; level of theory: ωB97M-V/def2-TZVPD.

Computed properties:
orbital gap: 7.35 eV
relative energy (zero: lowest compared OMol25 entry of this formula, charge and spin): 738.66 kJ/mol

Cartesian coordinates (Å):
C1 -0.51 0.05 -1.02
C2 -1.68 0.08 -0.08
N1 -2.51 0.99 0.20
C3 0.22 -0.48 0.13
C4 1.20 0.24 -0.38
C5 1.67 1.58 0.09
C6 0.28 -1.91 0.64
H1 -0.33 -0.13 -2.06
H2 -2.04 -0.90 0.24
H3 -2.74 1.54 -0.64
H4 2.06 1.47 1.11
H5 0.85 2.28 0.00
H6 2.42 2.03 -0.56
H7 1.08 -1.94 1.38
H8 -0.58 -2.34 1.13
H9 0.61 -2.55 -0.18

Atomic partial charges in e from the Löwdin method, atoms 1 to 2:
1. C -0.097
2. C -0.309

***

# 2
C18H22BDyN4O2S as an isolated structure in a non-equilibrium geometry. Source: the OMol25 dataset; level of theory: ωB97M-V/def2-TZVPD.

Computed properties:
orbital gap (spin up / spin down): 5.89 / 6.87 eV
spin multiplicity: 6
net charge: +2

Cartesian coordinates (Å):
Dy1 0.68 -2.74 -1.83
C1 -0.99 -3.64 2.69
C2 -0.69 -3.50 1.23
N1 0.46 -3.32 0.70
N2 1.57 -3.26 1.49
C3 2.80 -3.42 0.95
N3 3.80 -3.49 1.81
S1 3.12 -3.58 -0.71
C4 -1.84 -3.61 0.27
C5 -3.13 -3.77 0.71
C6 -4.16 -3.93 -0.21
C7 -3.86 -3.92 -1.56
C8 -2.54 -3.73 -1.93
N4 -1.56 -3.58 -1.05
H1 -0.12 -3.64 3.34
H2 -1.53 -4.56 2.87
H3 -1.63 -2.81 3.01
H4 1.47 -3.26 2.49
H5 3.68 -3.45 2.81
H6 4.74 -3.59 1.46
H7 -3.35 -3.78 1.77
H8 -5.18 -4.05 0.13
H9 -4.63 -4.05 -2.31
H10 -2.28 -3.70 -2.98
C9 1.99 5.22 0.09
C10 0.71 4.41 0.34
C11 -0.51 5.34 0.29
C12 0.79 3.79 1.73
C13 0.58 3.34 -0.75
C14 0.47 3.75 -2.10
C15 0.35 2.86 -3.15
C16 0.35 1.52 -2.83
O1 0.27 0.42 -3.68
B1 0.34 -0.67 -2.89
O2 0.45 -0.29 -1.51
C17 0.46 1.11 -1.52
C18 0.57 1.98 -0.46
H11 2.11 5.98 0.87
H12 1.97 5.74 -0.87
H13 2.88 4.58 0.11
H14 -0.43 6.09 1.08
H15 -1.43 4.78 0.43
H16 -0.58 5.87 -0.67
H17 0.88 4.59 2.47
H18 1.67 3.15 1.84
H19 -0.11 3.21 1.98
H20 0.48 4.81 -2.32
H21 0.27 3.19 -4.18
H22 0.66 1.61 0.55

Atomic partial charges in e from the Löwdin method, atoms 1 to 2:
1. Dy 1.567
2. C 0.017

***

# 3
C35H27N10O4S2Ti as an isolated structure in a non-equilibrium geometry. Source: the OMol25 dataset; level of theory: ωB97M-V/def2-TZVPD.

Computed properties:
orbital gap (spin up / spin down): 4.91 / 6.77 eV
spin multiplicity: 3
relative energy (zero: lowest compared OMol25 entry of this formula, charge and spin): 71.84 kJ/mol
net charge: -1

Cartesian coordinates (Å):
Ti1 -0.32 -0.76 0.33
O1 -2.49 -1.06 4.03
C1 -2.20 -0.85 2.85
N1 -1.41 -1.65 2.06
C2 -0.85 -2.79 2.57
C3 -0.92 -3.37 3.82
C4 -0.38 -4.67 4.10
C5 0.19 -5.39 3.08
C6 0.26 -4.83 1.75
C7 -0.21 -3.57 1.50
N2 -0.13 -2.89 0.30
C8 -0.21 -3.51 -0.93
O2 -0.05 -4.71 -1.07
C9 -0.55 -2.58 -1.98
C10 -0.24 -2.79 -3.34
C11 -0.41 -1.87 -4.30
C12 -0.84 -0.60 -3.85
C13 -1.06 -0.34 -2.55
N3 -0.92 -1.32 -1.58
C14 -2.65 0.39 2.10
C15 -3.51 1.28 2.71
C16 -3.89 2.41 1.99
C17 -3.42 2.58 0.68
C18 -2.55 1.61 0.17
N4 -2.16 0.56 0.85
H1 -1.19 -2.67 4.63
H2 -0.32 -4.98 5.12
H3 0.78 -6.33 3.18
H4 0.79 -5.42 0.98
H5 0.27 -3.76 -3.42
H6 -0.20 -2.03 -5.36
H7 -0.87 0.22 -4.58
H8 -1.49 0.62 -2.24
H9 -3.86 1.13 3.75
H10 -4.47 3.24 2.44
H11 -3.61 3.45 0.09
H12 -2.06 1.69 -0.80
N5 -0.57 4.29 -6.20
C19 -0.24 3.95 -4.87
C20 1.10 3.66 -4.50
C21 1.42 3.38 -3.19
C22 0.39 3.18 -2.27
C23 -0.93 3.41 -2.63
C24 -1.22 3.86 -3.92
S1 0.76 2.88 -0.56
O3 2.13 3.37 -0.43
O4 -0.26 3.36 0.33
N6 0.73 1.26 -0.45
C25 1.62 0.55 -1.14
N7 2.48 1.08 -1.98
C26 3.22 0.26 -2.70
C27 3.23 -1.09 -2.47
C28 2.42 -1.58 -1.48
N8 1.60 -0.80 -0.80
H13 0.21 4.12 -6.84
H14 -1.36 3.81 -6.56
H15 1.92 3.61 -5.25
H16 2.40 3.35 -2.82
H17 -1.69 3.42 -1.87
H18 -2.25 4.09 -4.24
H19 3.93 0.58 -3.44
H20 3.86 -1.72 -3.09
H21 2.51 -2.63 -1.23
N9 2.59 -2.36 1.32
C29 2.10 -1.42 2.23
N10 1.37 -0.45 1.87
C30 1.10 0.39 3.01
C31 0.27 1.53 2.97
C32 0.05 2.16 4.16
C33 0.55 1.63 5.35
C34 1.30 0.48 5.40
C35 1.61 -0.14 4.17
S2 2.67 -1.48 3.88
H22 1.85 -2.54 0.63
H23 2.69 -3.29 1.75
H24 0.01 1.91 1.95
H25 -0.47 3.09 4.25
H26 0.35 2.22 6.21
H27 1.71 0.22 6.36

Atomic partial charges in e from the Löwdin method, atoms 1 to 2:
1. Ti 1.016
2. O 0.017

***

# 4
One molecule with the formula CH3N5S2 in a non-equilibrium geometry. Source: the OMol25 dataset; level of theory: ωB97M-V/def2-TZVPD.

Computed properties:
orbital gap: 8.65 eV
relative energy (zero: lowest compared OMol25 entry of this formula, charge and spin): 0.88 kJ/mol
structure (SMILES): S/N=c1/[nH]nnn1S

Cartesian coordinates (Å):
C1 -0.07 0.15 0.46
H1 2.99 1.72 0.66
H2 -1.02 -0.17 2.34
H3 0.64 -1.23 -2.45
N1 0.97 0.77 0.83
N2 -1.04 -0.30 1.34
N3 -2.05 -0.93 0.72
N4 -1.85 -0.95 -0.52
N5 -0.62 -0.30 -0.75
S1 2.15 1.30 -0.30
S2 -0.10 -0.07 -2.33

Atomic partial charges in e from the Löwdin method, atoms 1 to 2:
1. C -0.547
2. H -0.159

***

# 5
A 8-piece molecular cluster, C48H79N14O13P3 overall in a non-equilibrium geometry. Source: the OMol25 dataset; level of theory: ωB97M-V/def2-TZVPD.

Computed properties:
orbital gap: 7.62 eV
structure (SMILES): CN(C)P(=O)(N(C)C)N(C)C.CN(C)P(=O)(N(C)C)N(C)C.CN(C)P(=O)(N(C)C)N(C)C.O=[N+]([O-])c1ccccc1.O=[N+]([O-])c1ccccc1.O=[N+]([O-])c1ccccc1.O=[N+]([O-])c1ccccc1.O=[N+]([O-])c1ccccc1

Cartesian coordinates (Å):
C1 6.67 -2.15 -1.63
C2 7.42 -1.80 -2.74
C3 7.39 -0.51 -3.24
C4 6.65 0.49 -2.65
C5 5.91 0.14 -1.47
C6 5.84 -1.17 -1.08
N1 6.51 1.80 -3.28
O1 5.58 2.52 -2.90
O2 7.35 2.16 -4.10
H1 6.61 -3.14 -1.21
H2 8.11 -2.53 -3.16
H3 7.92 -0.29 -4.16
H4 5.11 0.84 -1.27
H5 5.20 -1.37 -0.23
C7 -1.17 -7.81 -6.36
C8 0.16 -7.49 -6.51
C9 0.84 -6.85 -5.48
C10 0.13 -6.46 -4.34
C11 -1.24 -6.75 -4.23
C12 -1.89 -7.39 -5.27
N2 0.75 -5.69 -3.27
O3 0.12 -5.52 -2.26
O4 1.86 -5.28 -3.48
H6 -1.77 -8.21 -7.18
H7 0.72 -7.71 -7.41
H8 1.91 -6.72 -5.60
H9 -1.70 -6.50 -3.29
H10 -2.94 -7.60 -5.11
C13 2.37 2.85 -2.80
C14 2.26 2.00 -3.90
C15 1.25 2.20 -4.80
C16 0.27 3.16 -4.57
C17 0.43 4.06 -3.55
C18 1.47 3.91 -2.64
N3 -0.82 3.33 -5.55
O5 -1.43 4.38 -5.49
O6 -1.00 2.49 -6.40
H11 3.11 2.63 -2.04
H12 2.97 1.19 -4.05
H13 1.07 1.49 -5.60
H14 -0.31 4.83 -3.36
H15 1.61 4.48 -1.73
C19 -0.34 4.39 3.60
C20 -0.15 5.76 3.53
C21 0.77 6.29 2.63
C22 1.58 5.49 1.87
C23 1.47 4.09 2.03
C24 0.52 3.54 2.87
N4 2.56 6.02 0.95
O7 3.07 5.24 0.17
O8 2.91 7.17 1.08
H16 -1.07 3.88 4.20
H17 -0.77 6.38 4.16
H18 0.97 7.35 2.53
H19 2.07 3.39 1.45
H20 0.51 2.46 2.98
C25 -3.36 -3.64 1.95
C26 -3.20 -4.78 1.16
C27 -3.32 -4.73 -0.22
C28 -3.49 -3.50 -0.82
C29 -3.60 -2.34 -0.08
C30 -3.52 -2.41 1.30
N5 -3.53 -3.45 -2.30
O9 -3.06 -4.38 -2.92
O10 -4.07 -2.49 -2.83
H21 -3.34 -3.73 3.03
H22 -2.88 -5.67 1.69
H23 -3.12 -5.61 -0.82
H24 -3.79 -1.37 -0.54
H25 -3.72 -1.51 1.87
O11 2.70 0.05 -0.95
P1 1.38 -0.61 -1.07
N6 0.14 0.34 -0.49
C31 -0.09 0.38 0.95
C32 -0.22 1.55 -1.19
N7 1.18 -2.10 -0.26
C33 2.33 -2.94 0.03
C34 -0.09 -2.77 -0.45
N8 1.01 -0.95 -2.69
C35 -0.36 -1.19 -3.17
C36 2.03 -1.48 -3.60
H26 -0.99 0.96 1.17
H27 0.73 0.99 1.36
H28 -0.09 -0.60 1.39
H29 0.40 2.35 -0.75
H30 -1.27 1.83 -1.04
H31 -0.04 1.42 -2.25
H32 2.51 -3.64 -0.80
H33 3.24 -2.35 0.07
H34 2.20 -3.56 0.92
H35 -0.12 -3.13 -1.48
H36 -0.27 -3.64 0.19
H37 -0.86 -2.01 -0.33
H38 -0.51 -0.58 -4.06
H39 -0.50 -2.25 -3.36
H40 -1.10 -0.86 -2.44
H41 2.97 -0.98 -3.37
H42 1.73 -1.27 -4.63
H43 2.18 -2.55 -3.48
O12 -3.65 0.88 -0.09
P2 -4.46 2.10 0.11
N9 -4.75 2.89 -1.35
C37 -5.21 4.29 -1.36
C38 -4.87 2.17 -2.59
N10 -3.83 3.24 1.15
C39 -2.72 4.06 0.61
C40 -3.63 2.89 2.55
N11 -5.94 1.74 0.78
C41 -6.90 2.80 1.13
C42 -6.50 0.41 0.59
H44 -5.08 4.71 -0.37
H45 -6.24 4.38 -1.70
H46 -4.54 4.86 -2.02
H47 -3.90 1.99 -3.08
H48 -5.61 2.61 -3.26
H49 -5.17 1.12 -2.45
H50 -1.95 3.38 0.25
H51 -3.05 4.77 -0.14
H52 -2.26 4.64 1.42
H53 -3.24 3.75 3.10
H54 -4.54 2.63 3.09
H55 -2.91 2.07 2.62
H56 -7.90 2.38 1.28
H57 -6.62 3.32 2.05
H58 -6.94 3.53 0.33
H59 -5.74 -0.32 0.87
H60 -6.82 0.24 -0.44
H61 -7.41 0.20 1.14
O13 -0.18 0.73 5.63
P3 1.10 0.04 5.39
N12 2.39 1.12 5.48
C43 3.77 0.68 5.46
C44 2.21 2.51 5.89
N13 1.13 -0.74 3.87
C45 0.03 -1.68 3.58
C46 2.38 -1.02 3.20
N14 1.43 -1.17 6.52
C47 2.16 -2.38 6.18
C48 1.21 -0.86 7.93
H62 4.34 1.28 4.75
H63 3.91 -0.37 5.27
H64 4.28 0.81 6.43
H65 3.07 3.11 5.58
H66 2.01 2.59 6.96
H67 1.35 2.99 5.43
H68 -0.84 -1.12 3.26
H69 0.31 -2.34 2.77
H70 -0.19 -2.28 4.47
H71 2.86 -0.11 2.84
H72 3.18 -1.49 3.79
H73 2.29 -1.75 2.40
H74 3.18 -2.20 5.85
H75 2.33 -2.97 7.09
H76 1.57 -3.04 5.54
H77 1.75 -1.55 8.57
H78 0.15 -0.90 8.19
H79 1.57 0.16 8.14

Atomic partial charges in e from the Löwdin method, atoms 1 to 2:
1. C -0.062
2. C -0.076

***

# 6
One molecule with the formula C8H3F5O4S in a non-equilibrium geometry. Source: the OMol25 dataset; level of theory: ωB97M-V/def2-TZVPD.

Computed properties:
orbital gap: 8.84 eV
relative energy (zero: lowest compared OMol25 entry of this formula, charge and spin): 0.00 kJ/mol
structure (SMILES): O=C1C=CC(=O)C(S(=O)(=O)C(F)(F)C(F)(F)F)=C1

Cartesian coordinates (Å):
O1 -2.24 -1.24 -3.45
C1 -1.33 -0.73 -2.82
C2 0.06 -0.62 -3.34
C3 1.08 -0.69 -2.50
C4 0.77 -0.86 -1.05
O2 1.49 -1.51 -0.32
C5 -0.50 -0.22 -0.62
S1 -0.79 0.53 1.00
O3 -1.89 -0.15 1.61
O4 -1.00 1.93 0.78
C6 0.71 0.25 2.05
F1 1.79 0.57 1.35
F2 0.76 -1.05 2.32
C7 0.68 1.02 3.41
F3 0.33 0.21 4.40
F4 -0.14 2.06 3.38
F5 1.91 1.46 3.64
C8 -1.53 -0.15 -1.45
H1 0.19 -0.51 -4.40
H2 2.10 -0.62 -2.82
H3 -2.46 0.32 -1.16

Atomic partial charges in e from the Löwdin method, atoms 1 to 2:
1. O 0.131
2. C -0.346

***

# 7
A 2-piece molecular cluster, C2H9N3 overall in a non-equilibrium geometry. Source: the OMol25 dataset; level of theory: ωB97M-V/def2-TZVPD.

Computed properties:
orbital gap: 10.37 eV
relative energy (zero: lowest compared OMol25 entry of this formula, charge and spin): 128.07 kJ/mol
structure (SMILES): [H]/N=C/N.CN

Cartesian coordinates (Å):
C1 1.21 -0.23 -1.74
N1 1.32 0.60 -0.49
H1 1.72 -1.18 -1.63
H2 1.52 0.35 -2.61
H3 0.14 -0.46 -1.88
H4 2.15 1.18 -0.62
H5 0.54 1.24 -0.55
N2 -1.15 -1.23 0.90
C2 -1.22 0.06 1.46
N3 -1.27 0.25 2.70
H6 -0.38 -1.28 0.24
H7 -2.02 -1.51 0.48
H8 -1.21 0.97 0.83
H9 -1.37 1.24 2.91

Atomic partial charges in e from the Löwdin method, atoms 1 to 2:
1. C -0.179
2. N -0.069

***

# 8
One molecule with the formula C4H9NO. Source: the OMol25 dataset; level of theory: ωB97M-V/def2-TZVPD.

Computed properties:
orbital gap: 9.17 eV
relative energy (zero: lowest compared OMol25 entry of this formula, charge and spin): 203.39 kJ/mol
structure (SMILES): CN(C)/C=C/O

Cartesian coordinates (Å):
C1 -1.39 -0.77 0.38
N1 -0.42 0.32 0.42
C2 -0.98 1.52 -0.18
C3 0.81 -0.04 -0.20
C4 1.80 -0.65 0.44
O1 2.95 -1.09 -0.14
H1 -1.69 -1.03 -0.66
H2 -2.29 -0.48 0.93
H3 -0.97 -1.66 0.85
H4 -1.89 1.81 0.36
H5 -0.27 2.34 -0.11
H6 -1.25 1.38 -1.24
H7 0.91 0.15 -1.28
H8 2.90 -0.90 -1.09
H9 1.79 -0.89 1.51

Atomic partial charges in e from the Löwdin method, atoms 1 to 2:
1. C -0.107
2. N -0.275

***

Number 1: molar mass 95.14 g/mol. Number 2: molar mass 531.78 g/mol. Number 3: molar mass 763.67 g/mol. Number 4: molar mass 149.20 g/mol. Number 5: molar mass 1153.17 g/mol. Number 6: molar mass 290.16 g/mol. Number 7: molar mass 75.11 g/mol. Number 8: molar mass 87.12 g/mol.